This record from the Open Molecules 2025 dataset describes the molecule C21H19FN2O4. The level of theory is ωB97M-V/def2-TZVPD.

Geometry (Å):
C: -2.82 -1.31 3.81
C: -2.77 -1.56 2.29
C: -2.10 -0.46 1.40
C: -0.66 -0.24 1.88
O: 0.18 0.48 0.95
C: 0.03 0.19 -0.38
C: 1.13 0.44 -1.23
C: 2.38 0.99 -0.72
C: 3.19 0.27 0.18
C: 4.30 0.82 0.83
C: 5.10 0.11 1.87
N: 4.64 2.10 0.55
C: 3.94 2.76 -0.35
C: 4.38 4.17 -0.62
C: 2.83 2.25 -1.03
C: 1.00 0.26 -2.63
F: 1.95 0.64 -3.51
C: -0.19 -0.29 -3.16
C: -1.23 -0.68 -2.28
C: -2.38 -1.44 -2.79
O: -2.23 -1.95 -3.91
C: -3.54 -1.52 -1.98
C: -4.81 -2.01 -2.48
O: -5.13 -1.88 -3.64
O: -5.67 -2.44 -1.55
C: -3.44 -1.13 -0.61
N: -2.22 -0.74 -0.04
C: -1.16 -0.39 -0.92
H: -3.22 -2.21 4.32
H: -3.48 -0.48 4.05
H: -1.86 -1.14 4.25
H: -3.80 -1.65 1.95
H: -2.28 -2.52 2.09
H: -2.62 0.47 1.62
H: -0.25 -1.23 2.07
H: -0.68 0.30 2.84
H: 2.89 -0.75 0.47
H: 5.16 -0.95 1.62
H: 4.61 0.23 2.85
H: 6.11 0.50 1.92
H: 4.74 4.29 -1.65
H: 3.57 4.85 -0.40
H: 5.17 4.45 0.10
H: 2.29 2.90 -1.71
H: -0.33 -0.45 -4.24
H: -6.37 -2.88 -2.06
H: -4.34 -1.17 -0.02

Computed properties:
HOMO energy: -8.4 eV
LUMO energy: -0.200 eV
Energy above the lowest of the compared OMol25 structures with the same formula, charge and spin: 174.1 kJ/mol
SMILES: CC[C@H]1COc2c(-c3cc(C)nc(C)c3)c(F)cc3c(=O)c(C(=O)O)cn1c23
Energy: -1321.98617 a.u.
Orbital gap: 8.23 eV

Results of the natural (NBO) charge analysis, in e, for atoms 1 through 6: number 1, C, carries -0.613; number 2, C, carries -0.397; number 3, C, carries -0.057; number 4, C, carries -0.063; number 5, O, carries -0.492; number 6, C, carries 0.366